# 1
C5H7NO as an isolated structure, computed with the ωB97M-V functional and the def2-TZVPD basis.

The geometry in XYZ format:
```
14
Properties=species:S:1:pos:R:3:forces:R:3:mulliken_charge:R:1
C -1.706 0.461 -0.306 -0.316 0.188 0.043 -1.094
C -0.099 -0.833 0.341 0.131 -0.111 -0.002 0.344
N 0.727 -1.530 1.173 -0.039 -0.254 -0.158 -0.543
C 0.783 0.001 1.096 -0.104 0.373 0.088 -0.312
C 1.131 0.657 -0.243 0.198 0.206 -0.056 -0.491
C 0.009 -0.251 -0.979 0.029 -0.098 -0.107 0.535
O -0.080 -0.635 -2.136 0.024 0.012 0.276 -0.704
H -1.719 1.188 -1.120 0.062 -0.123 0.095 0.355
H -1.821 0.946 0.664 0.048 -0.083 -0.135 0.346
H -2.464 -0.303 -0.482 0.142 0.078 0.030 0.344
H 1.422 -2.107 0.697 -0.064 0.037 0.030 0.284
H 0.585 0.496 2.038 0.024 -0.096 -0.148 0.380
H 2.082 0.353 -0.689 -0.139 0.026 0.044 0.293
H 1.025 1.745 -0.254 0.003 -0.157 -0.001 0.262
```
Forces are in eV/Å.

For the HOMO energy, the calculation gives -0.297 Eh. The spin multiplicity is 1. For the energy above the lowest of the compared OMol25 structures with the same formula, charge and spin, the calculation gives 684.2 kJ/mol. As for the HOMO-LUMO gap: 7.7 eV.

***

# 2
C41H65Br23F9N2O5S as an isolated structure at a distorted geometry, computed with the ωB97M-V functional and the def2-TZVPD basis.

The geometry in XYZ format:
```
146
Properties=species:S:1:pos:R:3:forces:R:3:mulliken_charge:R:1
C 6.846 -4.661 4.826 0.234 0.428 0.249 -1.342
C 6.466 -3.197 4.612 -0.107 -0.281 -0.108 -0.465
C 5.622 -2.977 3.354 -0.059 0.188 0.191 -0.650
C 5.479 -1.457 3.004 -0.245 -0.803 0.753 0.441
C 4.262 -0.896 3.760 -0.184 -0.094 -0.565 -2.061
C 5.430 -1.280 1.506 -0.312 0.445 0.205 0.732
C 4.246 -0.902 0.906 0.908 -0.251 -0.594 -1.031
C 4.179 -0.743 -0.484 -1.105 0.026 0.161 -0.045
C 2.837 -0.257 -1.015 0.989 0.887 -0.343 -0.283
C 2.208 0.723 -0.044 -0.262 -0.330 -0.001 -0.344
O 1.236 0.498 0.578 1.331 1.733 0.702 -0.287
Br 3.141 2.444 0.068 0.024 -0.178 -0.051 -0.160
C 5.288 -1.012 -1.261 -0.164 -0.488 0.662 -0.113
S 5.021 -0.830 -3.040 -1.365 1.983 -1.759 1.466
O 3.722 -1.281 -3.435 0.155 -1.437 0.940 -0.639
O 5.209 0.554 -3.343 1.342 0.003 0.594 -0.585
C 6.091 -1.807 -4.226 0.300 -0.291 -1.306 0.400
F 5.517 -1.548 -5.411 -0.576 0.059 0.324 -0.252
F 7.324 -1.317 -4.363 0.095 -0.105 0.730 -0.269
C 6.089 -3.358 -4.021 1.126 0.087 0.164 0.734
F 7.377 -3.753 -4.131 -0.046 0.011 -0.192 -0.316
F 5.737 -3.652 -2.748 -0.500 0.175 -0.096 -0.243
C 5.294 -4.229 -5.033 -0.191 -1.179 0.447 0.402
F 5.550 -5.497 -4.624 -0.018 0.140 0.422 -0.290
F 5.796 -4.155 -6.263 -0.128 0.811 -0.039 -0.255
C 3.738 -4.125 -5.040 -0.461 -0.737 -0.780 0.709
F 3.288 -3.134 -5.792 0.196 0.362 0.250 -0.228
F 3.237 -4.055 -3.813 0.216 0.282 0.140 -0.217
F 3.295 -5.263 -5.585 0.039 0.052 -0.038 -0.261
N 6.459 -1.349 -0.653 0.099 -0.546 -0.282 0.551
C 7.671 -1.523 -1.462 1.036 0.989 -0.531 -0.882
C 8.205 -0.125 -1.861 0.130 0.150 -0.031 0.151
N 8.426 0.800 -1.034 -0.111 -0.374 0.141 -0.468
C 6.550 -1.477 0.679 -0.361 -0.009 1.344 -0.027
C 7.863 -1.833 1.346 0.582 0.211 -1.525 -1.542
O 8.218 -3.211 1.200 0.205 -0.242 0.389 -0.261
O 7.176 -3.872 0.472 -0.504 0.140 -0.325 -0.298
H 5.963 -5.299 4.835 0.058 -0.091 -0.083 0.336
H 7.566 -5.000 4.081 -0.175 -0.091 -0.133 0.290
H 7.341 -4.746 5.795 -0.062 -0.176 0.009 0.415
H 7.370 -2.580 4.582 0.015 -0.023 -0.009 0.299
H 5.884 -2.873 5.478 0.080 0.176 -0.014 0.366
H 5.992 -3.550 2.504 0.222 0.013 0.081 0.393
H 4.625 -3.366 3.571 -0.032 -0.054 -0.238 0.608
H 6.353 -0.989 3.460 0.112 0.286 -0.500 0.546
H 4.513 -0.733 4.804 0.001 0.099 -0.012 0.398
H 3.436 -1.611 3.730 -0.005 0.013 0.009 0.439
H 3.877 0.023 3.314 0.212 0.237 0.329 0.587
H 3.359 -0.727 1.495 -0.024 -0.026 0.008 0.966
H 3.045 0.352 -1.894 -0.380 -0.223 -0.219 0.588
H 2.144 -1.068 -1.230 -0.020 -0.010 0.049 0.368
H 8.484 -1.973 -0.903 -0.363 -0.278 0.242 0.801
H 7.548 -2.187 -2.304 -0.435 0.015 0.065 -0.068
H 8.458 0.085 -2.897 -0.069 -0.264 -0.025 0.240
H 8.183 0.508 -0.084 -0.057 0.306 0.084 0.250
H 7.920 -1.505 2.377 -0.375 -0.369 0.165 0.289
H 8.651 -1.285 0.819 0.060 0.101 0.272 0.679
H 7.465 -4.795 0.457 0.319 0.067 0.240 0.375
Br 9.223 4.135 -1.790 0.024 0.050 0.008 -0.125
C 10.477 3.803 -3.235 -0.080 0.218 0.168 -0.612
C 9.779 3.757 -4.567 0.158 -0.170 -0.088 -0.603
Br 8.818 2.079 -4.799 -0.105 0.036 -0.098 -0.044
H 10.994 2.878 -2.999 -0.006 -0.022 -0.059 0.364
H 11.184 4.629 -3.202 -0.008 0.008 -0.069 0.361
H 10.500 3.792 -5.380 0.020 -0.027 0.019 0.346
H 9.053 4.554 -4.694 -0.019 -0.003 0.066 0.376
Br -0.352 -1.369 0.318 -0.337 -1.952 -0.960 -0.144
C -1.397 -1.896 -1.249 -0.184 -0.038 0.304 -0.781
C -2.537 -2.817 -0.904 0.036 -0.226 -0.191 -0.170
Br -1.904 -4.626 -0.554 -0.002 0.030 0.064 -0.159
H -0.699 -2.345 -1.949 -0.020 -0.044 0.013 0.525
H -1.771 -0.959 -1.657 -0.063 -0.001 0.063 0.396
H -3.225 -2.912 -1.742 -0.001 0.050 -0.017 0.134
H -3.084 -2.498 -0.024 0.035 0.046 0.018 0.136
Br -2.753 0.301 1.000 -1.506 0.056 -0.741 -0.078
C -4.705 0.349 1.035 0.243 0.034 -0.048 -0.744
C -5.262 1.108 -0.135 -0.156 0.156 0.198 -0.222
Br -5.077 3.033 0.111 0.203 0.036 0.061 -0.104
H -4.998 0.779 1.989 -0.045 0.009 -0.016 0.436
H -5.014 -0.695 0.999 -0.074 0.029 -0.069 0.474
H -6.331 0.937 -0.229 -0.011 0.021 0.008 0.265
H -4.777 0.867 -1.071 0.129 0.177 0.110 -0.004
Br -1.439 4.251 5.872 0.034 -0.008 -0.024 -0.161
C -1.277 4.221 3.935 -0.124 0.095 0.151 0.100
C -2.115 3.136 3.323 0.039 -0.215 -0.308 -0.601
Br -1.342 1.368 3.521 0.671 0.346 1.137 -0.222
H -0.220 4.127 3.710 -0.016 -0.057 -0.061 0.420
H -1.641 5.187 3.593 0.052 0.036 0.062 -0.209
H -2.192 3.282 2.245 -0.031 0.016 0.006 0.215
H -3.111 3.084 3.752 -0.001 0.073 0.021 0.461
Br -8.153 0.039 2.088 0.041 0.103 -0.021 -0.064
C -9.692 1.132 1.611 -0.065 -0.220 0.092 -0.582
C -9.837 1.245 0.118 -0.067 0.329 -0.079 -0.692
Br -8.531 2.472 -0.640 -0.229 -0.173 0.009 -0.026
H -9.560 2.092 2.100 0.019 0.033 -0.064 0.378
H -10.553 0.624 2.040 0.009 -0.032 -0.022 0.354
H -10.809 1.660 -0.139 -0.020 -0.013 0.055 0.383
H -9.705 0.296 -0.392 -0.001 -0.036 0.061 0.345
Br -5.998 -4.477 -2.990 0.020 0.050 0.090 -0.153
C -7.190 -2.972 -3.307 0.041 -0.239 -0.122 -0.635
C -6.471 -1.841 -3.989 -0.066 0.166 0.081 -0.328
Br -5.330 -0.883 -2.738 -0.009 -0.176 -0.199 0.078
H -7.605 -2.690 -2.344 0.017 0.042 -0.004 0.341
H -7.983 -3.357 -3.944 0.015 0.028 -0.034 0.410
H -7.177 -1.101 -4.359 -0.007 -0.001 0.015 0.430
H -5.838 -2.169 -4.806 -0.024 -0.039 -0.009 -0.002
Br -3.297 0.042 -6.199 -0.068 -0.080 0.053 -0.119
C -3.241 -1.694 -7.078 0.162 0.224 0.000 -0.648
C -4.135 -1.734 -8.289 -0.135 -0.206 0.008 -0.550
Br -6.011 -1.893 -7.801 0.009 0.070 -0.028 -0.133
H -3.506 -2.435 -6.330 -0.040 -0.033 -0.043 0.348
H -2.203 -1.832 -7.371 -0.017 -0.026 -0.045 0.377
H -3.921 -2.616 -8.889 0.037 -0.006 0.024 0.351
H -4.046 -0.847 -8.906 0.034 0.026 0.036 0.371
Br -9.162 5.909 -4.142 -0.012 -0.068 0.051 -0.148
C -7.779 5.828 -2.780 -0.083 0.197 -0.141 -0.474
C -6.500 5.244 -3.320 0.093 -0.180 0.170 -0.438
Br -6.621 3.314 -3.511 0.099 0.003 -0.205 -0.108
H -8.186 5.257 -1.951 0.043 -0.032 0.006 0.187
H -7.623 6.859 -2.468 0.046 -0.008 0.005 0.393
H -5.681 5.410 -2.621 -0.021 0.013 0.026 0.142
H -6.231 5.641 -4.293 -0.054 0.045 0.000 0.407
Br -4.488 3.504 8.768 0.004 -0.057 0.044 -0.129
C -3.148 3.730 10.160 -0.121 0.171 -0.167 -0.612
C -1.789 3.269 9.707 0.098 -0.164 0.188 -0.173
Br -1.653 1.329 9.700 -0.006 0.024 -0.079 -0.118
H -3.507 3.194 11.032 0.056 -0.036 0.005 0.386
H -3.135 4.797 10.372 0.053 -0.001 0.000 0.344
H -1.023 3.607 10.401 -0.032 0.034 0.017 0.341
H -1.543 3.603 8.705 -0.044 0.020 -0.009 -0.102
Br -6.029 6.839 2.308 0.027 0.048 -0.023 -0.126
C -4.825 6.757 0.785 -0.230 -0.126 0.113 -0.150
C -3.497 6.159 1.161 0.271 0.141 -0.091 -0.379
Br -2.384 7.423 2.145 -0.093 -0.024 -0.014 -0.202
H -4.738 7.766 0.395 0.064 0.002 -0.001 0.468
H -5.329 6.127 0.054 0.049 -0.038 -0.011 -0.183
H -2.924 5.911 0.269 -0.042 -0.016 -0.021 0.431
H -3.597 5.275 1.783 -0.082 0.007 -0.014 0.088
Br -7.859 -3.935 2.314 -0.013 0.085 -0.020 -0.109
C -8.036 -3.127 4.076 0.207 -0.186 -0.050 -0.435
C -9.002 -3.890 4.941 -0.186 0.143 0.093 -0.585
Br -10.847 -3.534 4.436 0.020 -0.057 -0.030 -0.144
H -8.334 -2.096 3.921 -0.064 -0.007 0.023 0.132
H -7.036 -3.156 4.505 -0.021 -0.028 0.042 0.352
H -8.920 -3.567 5.976 0.043 0.024 -0.012 0.361
H -8.861 -4.965 4.885 0.035 0.004 -0.035 0.386
```
Forces are in eV/Å.

For the HOMO energy, the calculation gives -0.379 Eh. As for the net charge: +1. The spin multiplicity is 1. As for the HOMO-LUMO gap: 5.7 eV.

***

# 3
One molecule with the formula C4H9N2P at a distorted geometry, computed with the ωB97M-V functional and the def2-TZVPD basis.

The geometry in XYZ format:
```
16
Properties=species:S:1:pos:R:3:forces:R:3:mulliken_charge:R:1
C 0.868 -1.784 0.672 -0.506 -1.249 0.504 -0.984
C 1.061 1.237 0.186 -3.809 -1.107 -0.046 -0.574
C -0.512 -0.545 -1.505 -0.266 -1.822 -2.763 -1.180
C -1.657 0.143 0.954 2.066 2.659 -0.299 -1.070
N 2.850 -0.221 0.072 0.988 -0.405 0.023 -0.362
N 2.377 0.834 -0.012 3.297 1.036 0.048 0.085
P 0.003 -0.438 0.231 -1.384 3.436 -0.634 1.023
H 0.943 -1.868 1.754 0.269 -0.120 0.192 0.291
H 0.834 1.987 0.975 0.696 -0.799 -0.206 0.429
H 0.819 1.712 -0.758 -0.474 0.260 -0.113 0.301
H 0.349 -0.594 -2.277 -0.860 -0.634 1.661 0.340
H -1.154 -1.587 -1.572 1.601 2.657 -0.059 0.308
H -1.053 0.297 -2.025 -0.150 -0.653 1.398 0.387
H -1.776 -0.336 1.881 -0.487 -0.781 1.176 0.351
H -1.582 1.333 1.221 -0.481 -2.924 -1.133 0.294
H -2.370 -0.171 0.201 -0.501 0.448 0.251 0.360
```
Forces are in eV/Å.

For the HOMO energy (alpha / beta), the calculation gives -0.242 / -0.290 Eh. The spin multiplicity is 3. For the energy above the lowest of the compared OMol25 structures with the same formula, charge and spin, the calculation gives 277.1 kJ/mol. As for the HOMO-LUMO gap (alpha / beta): 7.2 / 7.0 eV.